{
  "formula": "C5H8O",
  "method": "the ωB97M-V functional and the def2-TZVPD basis",
  "species": ["O", "C", "C", "C", "C", "C", "H", "H", "H", "H", "H", "H", "H", "H"],
  "positions_angstrom": [[-1.96, -1.00, -0.19], [-2.15, 0.33, 0.24], [-0.68, -1.37, -0.66], [0.37, -0.35, -0.60], [2.49, 0.91, 0.38], [1.32, 0.32, -0.27], [-0.29, -2.18, -0.02], [3.23, 1.30, -0.32], [2.20, 1.70, 1.07], [-3.09, 0.33, 0.81], [-0.78, -1.79, -1.67], [-1.35, 0.69, 0.89], [-2.25, 1.03, -0.60], [2.95, 0.10, 0.96]],
  "nbo_charge": [-0.54, -0.25, -0.12, -0.08, -0.68, 0.03, 0.20, 0.23, 0.24, 0.19, 0.20, 0.18, 0.17, 0.24],
  "spin_multiplicity": 1,
  "homo_ha": -0.3387,
  "e_above_lowest_kj_mol": 268.3,
  "charge": 0,
  "orbital_gap_ev": 10.1,
  "smiles": "CC#CCOC"
}

***

{
  "formula": "C4H7NO2",
  "method": "the ωB97M-V functional and the def2-TZVPD basis",
  "species": ["O", "O", "N", "C", "C", "C", "C", "H", "H", "H", "H", "H", "H", "H"],
  "positions_angstrom": [[2.53, 1.02, 0.71], [0.04, 0.39, 0.95], [-1.00, -0.04, 1.83], [2.22, 0.16, -0.08], [1.06, 0.12, -1.05], [-0.14, 0.18, -0.49], [-1.47, -0.28, -0.95], [-2.21, 0.48, -0.74], [-1.43, -0.50, -2.01], [-0.52, -0.33, 2.68], [3.01, -0.52, -0.47], [-1.76, -1.18, -0.41], [1.22, -0.29, -2.03], [-1.54, 0.80, 2.06]],
  "nbo_charge": [-0.50, -0.41, -0.53, 0.42, -0.42, 0.39, -0.69, 0.23, 0.23, 0.36, 0.09, 0.25, 0.23, 0.34],
  "spin_multiplicity": 1,
  "homo_ha": -0.3284,
  "e_above_lowest_kj_mol": 410.5,
  "charge": 0,
  "orbital_gap_ev": 9.7,
  "smiles": "C/C(=C/C=O)ON"
}

***

{
  "formula": "C4H8O2",
  "method": "the ωB97M-V functional and the def2-TZVPD basis",
  "species": ["O", "O", "C", "C", "C", "C", "H", "H", "H", "H", "H", "H", "H", "H"],
  "positions_angstrom": [[-2.17, -1.67, 0.29], [1.11, -0.83, -1.07], [-0.83, 1.38, -0.80], [2.06, -0.14, 0.92], [0.21, 1.16, -0.01], [1.07, -0.03, 0.03], [2.94, -0.67, 0.62], [1.98, 0.31, 1.89], [0.38, -0.75, -1.68], [-1.40, 2.29, -0.67], [-3.10, -1.91, 0.38], [-1.83, -1.87, 1.17], [-1.03, 0.72, -1.63], [0.59, 2.00, 0.56]],
  "nbo_charge": [-0.94, -0.68, -0.37, -0.49, -0.25, 0.28, 0.21, 0.21, 0.49, 0.21, 0.47, 0.47, 0.18, 0.21],
  "spin_multiplicity": 1,
  "homo_ha": -0.3076,
  "e_above_lowest_kj_mol": 239.3,
  "charge": 0,
  "orbital_gap_ev": 9.1,
  "smiles": "C=CC(=C)O.O"
}

***

{
  "formula": "C40H40As2CeF2O8P2S2",
  "method": "the ωB97M-V functional and the def2-TZVPD basis",
  "species": ["Ce", "As", "As", "S", "S", "P", "P", "F", "F", "O", "O", "O", "O", "O", "O", "O", "O", "C", "C", "C", "C", "C", "C", "C", "C", "C", "C", "C", "C", "C", "C", "C", "C", "C", "C", "C", "C", "C", "C", "C", "C", "C", "C", "C", "C", "C", "C", "C", "C", "C", "C", "C", "C", "C", "C", "C", "C", "H", "H", "H", "H", "H", "H", "H", "H", "H", "H", "H", "H", "H", "H", "H", "H", "H", "H", "H", "H", "H", "H", "H", "H", "H", "H", "H", "H", "H", "H", "H", "H", "H", "H", "H", "H", "H", "H", "H", "H"],
  "positions_angstrom": [[-1.07, 0.32, -0.26], [1.23, -5.71, -1.38], [-0.15, -2.51, -0.26], [-3.21, 1.38, -1.07], [1.27, -0.08, -1.07], [1.25, 1.75, -0.28], [-2.16, 2.79, -0.13], [-2.73, -2.50, -0.34], [-3.84, -0.97, 0.90], [3.30, -3.06, 1.07], [-2.39, -3.21, 1.63], [-0.52, -7.86, -0.29], [-3.15, -5.13, 0.87], [2.42, -3.01, -3.47], [-1.41, -7.02, 1.55], [0.65, -1.72, -2.99], [2.93, -5.27, 1.02], [-0.30, -5.52, -0.15], [-2.16, -4.22, 0.98], [-2.79, 3.41, 3.90], [2.18, 5.23, -3.19], [0.16, -5.18, -2.96], [-1.29, 5.45, -0.39], [1.60, 3.13, -1.40], [-3.12, -1.17, -0.26], [-1.78, 5.57, -3.13], [2.03, 4.38, -0.93], [-4.48, 4.63, 2.68], [2.33, 5.41, -1.81], [-3.94, 4.16, 1.48], [1.49, -2.52, -2.60], [1.68, 1.68, 2.49], [-2.02, 4.39, -2.43], [4.03, -3.06, 2.24], [-0.95, -6.53, 2.75], [-1.05, 6.63, -1.09], [-1.29, 6.69, -2.46], [2.22, 1.94, 1.22], [0.50, -2.11, 1.56], [2.15, -4.06, -0.84], [-1.79, 4.31, -1.04], [2.49, -2.66, -4.80], [3.80, 2.20, 3.54], [1.44, 2.96, -2.79], [-2.81, 3.32, 1.47], [3.58, 2.28, 1.14], [-0.87, -4.32, 0.21], [-2.26, 2.94, 2.70], [-0.44, 2.24, 0.23], [-0.77, -6.85, 0.36], [-3.90, 4.25, 3.89], [1.55, -2.91, -1.17], [2.78, -4.17, 0.50], [1.73, 4.00, -3.67], [4.36, 2.41, 2.29], [2.46, 1.82, 3.64], [-3.63, -5.62, -0.33], [-1.96, 5.62, -4.20], [-2.84, -6.11, -0.93], [0.83, -5.01, -3.83], [-4.41, 4.46, 0.55], [2.14, 4.56, 0.14], [-0.46, -4.29, -2.76], [-1.10, 5.43, 0.68], [-0.67, 7.51, -0.57], [1.21, -1.25, 1.52], [3.41, -3.45, 3.08], [3.33, -3.20, -5.27], [-4.43, -6.36, -0.13], [-1.10, 7.61, -3.01], [0.65, 1.34, 2.59], [1.55, -2.95, -5.32], [-0.52, -6.03, -3.21], [2.03, 1.62, 4.62], [-5.35, 5.27, 2.68], [0.98, -2.99, 2.02], [4.05, 2.42, 0.16], [4.40, 2.29, 4.43], [4.94, -3.67, 2.12], [-4.31, 4.61, 4.83], [2.65, -1.57, -4.91], [2.67, 6.37, -1.44], [-1.68, -6.78, 3.55], [-4.06, -4.79, -0.93], [0.02, -7.00, 3.00], [1.09, 2.02, -3.20], [-2.40, 3.53, -2.98], [1.60, 3.86, -4.74], [4.33, -2.01, 2.48], [-3.76, -0.93, -1.14], [-2.35, 3.10, 4.84], [-0.81, -5.43, 2.74], [-0.35, -1.82, 2.20], [5.41, 2.68, 2.20], [-1.07, 0.32, 1.91], [2.41, 6.04, -3.88], [-1.41, 2.26, 2.74]],
  "lowdin_charge": [-0.06, 1.33, 1.31, 0.56, 0.59, 0.57, 0.55, -0.16, -0.05, -0.08, 0.09, 0.08, -0.04, -0.07, -0.05, -0.05, 0.06, -0.27, -0.50, -0.06, -0.09, -0.28, -0.08, -0.32, -0.52, -0.08, -0.08, -0.08, -0.08, -0.08, -0.60, -0.07, -0.08, -0.08, -0.07, -0.08, -0.09, -0.32, -0.25, -0.30, -0.32, -0.08, -0.08, -0.08, -0.32, -0.09, -0.21, -0.07, -0.57, -0.50, -0.08, -0.37, -0.52, -0.08, -0.08, -0.07, -0.07, 0.11, 0.09, 0.03, 0.11, 0.11, 0.03, 0.12, 0.11, 0.02, 0.10, 0.11, 0.11, 0.10, 0.05, 0.10, 0.04, 0.11, 0.10, 0.05, 0.11, 0.10, 0.11, 0.10, 0.11, 0.11, 0.11, 0.10, 0.11, 0.10, 0.09, 0.11, 0.10, 0.04, 0.11, 0.09, 0.02, 0.10, -0.02, 0.10, 0.05],
  "spin_multiplicity": 1,
  "homo_ha": [-0.2610, -0.2610],
  "charge": 0,
  "orbital_gap_ev": [5.2, 5.2]
}